Entry 1:
This record from the Open Molecules 2025 dataset describes a structure of composition C21H30BrN4O2S4Sc in a non-equilibrium geometry. The level of theory is wB97M-V/def2-TZVPD.

- Net charge: +2
- LUMO level: -6.34 eV
- Orbital gap: 6.83 eV
- Energy relative to the best compared isomer or geometry (same formula, charge and spin): 5.0187 eV

Structure (XYZ):
```
63
Properties=species:S:1:pos:R:3:forces:R:3
Sc -0.70097 -0.19833 0.28409 1.0 0.3 0.6
C -0.17731 3.71342 -0.10929 0.0 0.0 -0.3
C -1.11086 3.62622 -1.31219 0.5 -0.5 0.4
S -0.42667 2.95214 -2.83236 0.2 0.0 -0.2
C -0.86237 1.18790 -2.72839 0.4 -0.1 0.3
C -0.59626 0.52923 -4.10522 -0.5 0.6 0.5
S 1.13630 0.15375 -4.37453 0.1 -0.2 0.1
C 1.25098 -1.35344 -3.34153 1.0 0.5 0.3
C 2.57541 -1.35297 -2.53869 0.3 0.5 -0.5
S 2.61755 -0.47850 -0.95292 -0.5 0.8 -0.4
C 2.50409 1.27157 -1.28493 0.2 0.2 -0.5
C 2.25002 2.12123 -0.06022 -0.2 0.4 -0.5
S 0.54211 2.19168 0.53829 -0.2 -0.7 0.3
H -0.71258 4.13640 0.73554 0.0 0.2 0.1
H 0.67868 4.34741 -0.33169 0.0 0.1 0.0
H -1.36076 4.64759 -1.52544 -0.4 0.5 -0.3
H -2.01709 3.09847 -1.04657 -0.3 -0.1 0.0
H -1.90698 1.09490 -2.40466 0.2 0.0 -0.2
H -0.16777 0.74803 -1.96329 -0.6 -0.1 -0.5
H -0.92823 1.23683 -4.87788 0.2 -0.3 0.0
H -1.17550 -0.38045 -4.23878 -0.1 0.0 0.1
H 1.27300 -2.23106 -3.97912 -0.1 -0.1 -0.1
H 0.39520 -1.42372 -2.67760 -0.1 0.0 0.0
H 3.41477 -0.91668 -3.10717 -0.2 -0.2 0.1
H 2.91315 -2.33108 -2.20382 -0.2 -0.3 -0.1
H 1.75382 1.42413 -2.04980 -0.2 -0.1 -0.3
H 3.45737 1.54010 -1.73240 0.1 0.0 0.0
H 2.49531 3.15896 -0.31781 0.1 -0.2 0.1
H 2.87479 1.83367 0.76500 0.3 -0.2 0.5
C -1.45028 -1.50657 4.33429 0.1 -0.1 0.0
C -0.25583 -0.64050 4.74145 -0.3 0.1 -0.3
C -0.09532 0.24146 3.51471 0.5 -0.2 -0.1
O -0.54109 -0.57812 2.35072 -0.1 0.2 0.2
C -1.19221 -1.79174 2.86191 0.2 0.0 0.3
H -2.38363 -0.96491 4.45962 -0.1 0.1 0.0
H -1.51909 -2.41783 4.91841 0.0 -0.1 0.0
H 0.61967 -1.25464 4.94222 0.1 0.1 -0.1
H -0.46244 -0.01606 5.61804 0.1 -0.2 -0.2
H 0.93106 0.55569 3.30243 -0.3 0.0 0.0
H -0.77124 1.07976 3.57141 -0.1 0.4 -0.1
H -0.47816 -2.59242 2.69432 0.0 -0.2 0.1
H -2.09355 -1.95862 2.28339 -0.2 -0.1 -0.1
Br 5.49007 0.12145 -0.69333 -0.2 -0.4 0.3
C 3.93244 -0.79507 -0.04004 0.3 0.5 0.0
C 3.90354 -1.54766 1.16207 -0.1 -0.3 0.0
C 3.04261 -2.51870 1.57317 -0.7 0.1 -0.2
C 1.89520 -2.98922 0.82280 0.2 0.8 -0.1
C 1.17961 -2.25938 -0.07378 -0.2 -0.9 0.6
N 1.26710 -0.82636 -0.21559 0.0 -0.3 0.0
H 4.74500 -1.35245 1.81202 0.2 0.0 0.0
H 3.27974 -3.03382 2.48962 0.1 -0.1 0.1
H 1.59837 -4.02485 0.92936 0.1 -0.1 0.0
H 0.47835 -2.75435 -0.73940 0.0 0.0 0.1
N -4.66146 1.19404 0.59438 -0.4 -0.2 -0.3
C -3.68841 0.46429 0.07805 -0.9 0.2 0.1
O -2.48146 0.79379 0.38702 0.2 -0.4 -0.2
C -4.00178 -0.66303 -0.77536 0.1 0.5 0.3
C -5.31486 -1.06658 -1.16070 -0.2 -0.1 0.0
N -6.38947 -1.38273 -1.44369 0.7 0.3 0.2
C -2.82027 -1.30358 -1.02074 1.2 -0.5 0.0
N -1.67160 -1.57876 -0.98982 -1.2 -0.1 -0.4
H -5.62284 0.99488 0.37031 -0.1 0.0 0.0
H -4.45700 2.02518 1.11410 0.1 0.2 0.2
```
Positions in Å, forces in eV/Å.

***

Entry 2:
This record from the Open Molecules 2025 dataset describes an isolated molecule of C21H30ClN3O. The level of theory is wB97M-V/def2-TZVPD.

- SMILES string: CCn1nc(C)c(CN2CCC[C@](CO)(Cc3cccc(Cl)c3)C2)c1C
- LUMO level: 0.66 eV
- Orbital gap: 9.26 eV
- Energy relative to the best compared isomer or geometry (same formula, charge and spin): 0.0000 eV

Structure (XYZ):
```
56
Properties=species:S:1:pos:R:3:forces:R:3
C 5.64145 -0.86471 2.38604 -0.2 -0.1 0.0
C 4.27231 -1.50537 2.16709 0.5 -0.1 0.2
N 3.26538 -0.51886 1.88749 -0.4 0.2 -0.5
N 2.56412 0.01400 2.89065 -0.1 0.0 0.8
C 1.75739 0.91260 2.35301 0.3 -0.1 -0.3
C 0.81064 1.70448 3.18440 0.1 0.0 0.0
C 1.95092 0.96951 0.95675 0.2 0.0 0.1
C 1.23761 1.82005 -0.04062 0.1 -0.1 0.0
N 0.49983 0.99700 -0.99116 0.0 0.2 0.0
C -0.05934 1.77958 -2.07517 0.1 -0.1 -0.3
C -0.65383 0.85198 -3.13026 -0.2 0.2 0.1
C -1.70992 -0.05256 -2.50030 0.3 0.0 0.0
C -1.15396 -0.79772 -1.27920 0.0 -0.2 0.0
C -0.04389 -1.79477 -1.67439 0.1 0.5 0.2
O -0.44907 -2.77346 -2.60011 -0.3 -0.2 -0.4
C -2.26753 -1.60617 -0.57217 0.2 0.2 -0.2
C -3.42618 -0.78126 -0.09997 -0.1 -0.1 0.1
C -3.42550 -0.21574 1.17109 -0.1 0.0 0.0
C -4.48076 0.57064 1.59712 0.0 0.0 0.0
C -5.56255 0.80636 0.76617 -0.1 0.0 -0.1
C -5.57141 0.22971 -0.49246 0.1 0.0 0.1
Cl -6.92245 0.49586 -1.54363 -0.1 0.0 -0.1
C -4.52073 -0.55925 -0.92757 -0.1 0.0 0.1
C -0.54602 0.23834 -0.32953 0.0 -0.2 -0.1
C 2.93290 0.02901 0.69613 -0.2 0.2 0.1
C 3.53276 -0.38463 -0.59711 0.1 0.0 0.1
H 6.37535 -1.62835 2.62852 0.1 -0.1 0.0
H 5.58717 -0.15474 3.20717 0.0 0.1 0.1
H 5.96795 -0.33751 1.49294 0.1 0.1 -0.1
H 3.96119 -2.02694 3.07506 0.0 0.0 -0.2
H 4.31233 -2.21742 1.33859 -0.1 0.0 0.1
H 1.06097 2.76421 3.14363 -0.1 0.1 0.1
H 0.87097 1.36654 4.21479 0.0 0.0 0.1
H -0.21051 1.58142 2.82480 -0.1 0.0 0.0
H 1.96482 2.40779 -0.61175 -0.1 0.1 0.0
H 0.57161 2.52534 0.48665 0.0 0.0 -0.1
H 0.74006 2.38021 -2.51839 -0.1 0.0 0.1
H -0.84340 2.47071 -1.71055 0.0 0.0 0.0
H 0.14773 0.25800 -3.57179 0.1 0.0 -0.1
H -1.10525 1.44958 -3.92477 0.0 0.0 0.0
H -2.09880 -0.75768 -3.23934 -0.1 0.0 0.0
H -2.54593 0.56882 -2.17075 0.0 0.0 -0.1
H 0.82342 -1.23655 -2.04375 -0.1 -0.1 0.1
H 0.26780 -2.34941 -0.78581 0.0 0.1 0.1
H -0.66864 -2.33538 -3.42933 0.0 -0.1 0.0
H -1.81870 -2.11421 0.28375 0.0 -0.1 0.0
H -2.61379 -2.36856 -1.27270 0.0 -0.1 0.1
H -2.59332 -0.40055 1.83427 0.1 0.0 0.1
H -4.46562 1.00421 2.58591 0.0 0.0 0.1
H -6.38878 1.41894 1.09015 -0.1 0.0 0.0
H -4.55993 -1.00686 -1.90876 0.0 0.0 -0.1
H -0.10226 -0.26897 0.53023 -0.1 0.0 0.1
H -1.34500 0.90925 0.03613 0.1 0.0 0.0
H 4.59877 -0.15916 -0.62927 0.1 0.0 -0.1
H 3.03241 0.14778 -1.40008 0.0 0.0 -0.1
H 3.40521 -1.45511 -0.75785 0.0 -0.1 -0.1
```
Positions in Å, forces in eV/Å.

***

Entry 3:
This record from the Open Molecules 2025 dataset describes an isolated molecule of C21H30ClN3O3S. The level of theory is wB97M-V/def2-TZVPD.

- SMILES string: CC[C@H](C(=O)N[C@H]1CCCCN(C(=O)c2sc(C)cc2Cl)CC1)N1CCCC1=O
- LUMO level: 0.66 eV
- Orbital gap: 9.42 eV
- Energy relative to the best compared isomer or geometry (same formula, charge and spin): 0.2798 eV

Structure (XYZ):
```
59
Properties=species:S:1:pos:R:3:forces:R:3
C 0.00682 2.75555 0.44081 0.0 0.0 0.0
C -0.51700 1.52754 1.17178 0.0 0.0 0.0
C -0.31727 0.24208 0.36113 0.0 0.0 0.0
C -0.98174 -0.94041 1.07652 0.0 0.0 0.0
O -2.16913 -0.88401 1.35373 0.0 0.0 0.0
N -0.21417 -2.01506 1.34842 0.0 0.0 0.0
C -0.74543 -3.13329 2.12159 0.0 0.0 0.0
C -1.51990 -4.06771 1.18669 0.0 0.0 0.0
C -2.39252 -5.15244 1.83663 0.0 0.0 0.0
C -3.14497 -4.70395 3.09696 0.0 0.0 0.0
C -2.48097 -4.99120 4.44787 0.0 0.0 0.0
N -1.18264 -4.36074 4.70680 -0.1 -0.3 0.1
C -0.83831 -3.89895 5.94899 0.0 0.3 -0.1
O 0.31548 -3.90998 6.35224 0.0 0.0 0.0
C -1.86907 -3.26649 6.82177 0.1 0.2 0.1
S -1.47078 -3.22517 8.50312 -0.1 -0.1 0.0
C -2.78900 -2.20023 8.88039 0.0 0.0 0.0
C -3.06399 -1.77284 10.28828 0.0 0.0 0.0
C -3.48024 -1.85386 7.75927 0.1 0.0 0.0
C -2.93694 -2.44493 6.58864 0.0 0.0 0.0
Cl -3.54590 -1.99914 5.03797 0.0 0.0 0.0
C -0.06590 -4.83839 3.88572 0.0 0.0 0.0
C 0.39815 -3.77469 2.89579 0.0 0.0 0.0
N 1.06297 0.01499 -0.04279 0.0 -0.1 0.1
C 1.41895 -0.12864 -1.44719 0.0 0.0 0.0
C 2.90111 -0.51951 -1.41138 0.0 0.0 -0.1
C 3.39323 0.00726 -0.06471 0.0 0.0 0.1
C 2.14084 0.08956 0.79015 0.0 0.0 -0.1
O 2.09265 0.18858 2.00048 0.0 0.0 0.0
H -0.20019 3.66113 1.01060 0.0 0.0 0.0
H 1.08742 2.70214 0.29403 0.0 0.0 0.0
H -0.46277 2.86516 -0.54018 0.0 0.0 0.0
H -0.02353 1.42160 2.13705 0.0 0.0 0.0
H -1.58759 1.61228 1.35616 0.0 0.0 0.0
H -0.88198 0.35095 -0.56921 0.0 0.0 0.0
H 0.78165 -1.92671 1.24355 0.0 0.0 0.0
H -1.44493 -2.70096 2.83923 0.0 0.0 0.0
H -2.17592 -3.41891 0.60240 0.0 0.0 0.0
H -0.81695 -4.52544 0.48294 0.0 0.0 0.0
H -3.13000 -5.45127 1.08893 0.0 0.0 0.0
H -1.81828 -6.05769 2.04492 0.0 0.0 0.0
H -3.39456 -3.64662 3.01404 0.0 0.0 0.0
H -4.09796 -5.23800 3.14135 0.0 0.0 0.0
H -3.16356 -4.69569 5.24161 0.0 0.0 0.0
H -2.34639 -6.07753 4.53631 0.0 0.0 0.0
H -3.94024 -1.12697 10.31363 0.0 0.0 0.0
H -3.25374 -2.63058 10.93414 0.0 0.0 0.0
H -2.22156 -1.22069 10.70614 0.0 0.0 0.0
H -4.33019 -1.18767 7.74536 0.0 0.0 0.0
H 0.75801 -5.10708 4.54362 0.0 0.0 0.0
H -0.39022 -5.74015 3.37267 0.0 0.0 0.0
H 1.11863 -4.22463 2.20337 0.0 0.0 0.0
H 0.91990 -2.99028 3.45085 0.0 0.0 0.0
H 0.79828 -0.89338 -1.91783 0.0 0.0 0.0
H 1.25625 0.81305 -1.98234 0.0 0.0 0.0
H 2.99924 -1.60461 -1.45249 0.0 0.0 0.0
H 3.44657 -0.10683 -2.25764 0.0 0.0 0.0
H 4.13285 -0.62390 0.42338 0.0 0.0 0.0
H 3.81468 1.01234 -0.13681 0.0 0.0 0.0
```
Positions in Å, forces in eV/Å.

***

Entry 4:
This record from the Open Molecules 2025 dataset describes an isolated molecule of C21H30ClN3O3S. The level of theory is wB97M-V/def2-TZVPD.

- SMILES string: CC[C@H](C(=O)N[C@H]1CCCCN(C(=O)c2sc(C)cc2Cl)CC1)N1CCCC1=O
- LUMO level: 0.63 eV
- Orbital gap: 9.42 eV
- Energy relative to the best compared isomer or geometry (same formula, charge and spin): 0.2369 eV

Structure (XYZ):
```
59
Properties=species:S:1:pos:R:3:forces:R:3
C 0.86943 4.84454 1.05513 0.0 0.0 0.0
C 0.69737 3.37823 0.68633 0.0 0.0 0.0
C 1.27137 2.43254 1.74837 0.0 0.0 0.0
C 1.20284 0.98655 1.24550 0.0 0.0 0.0
O 2.17707 0.49316 0.69647 0.0 0.0 0.0
N 0.02443 0.35339 1.40003 0.0 0.1 -0.1
C -0.19933 -0.95403 0.78990 0.0 0.0 0.1
C 0.43330 -2.03467 1.67155 0.0 0.0 0.0
C 0.54529 -3.44939 1.08324 0.0 0.0 0.0
C 0.92415 -3.50019 -0.40273 0.0 0.0 0.0
C -0.22148 -3.60252 -1.41278 0.0 0.0 0.0
N -1.18428 -2.49516 -1.45838 -0.1 -0.4 -0.1
C -1.77734 -2.13530 -2.64415 0.1 0.3 0.1
O -2.94727 -1.78739 -2.70902 0.0 0.0 0.0
C -0.97150 -2.03173 -3.89601 0.0 0.3 0.0
S -1.92846 -1.83762 -5.32382 0.0 -0.3 0.0
C -0.56497 -1.51078 -6.30255 0.0 0.0 0.0
C -0.69852 -1.28999 -7.77548 0.0 0.0 0.0
C 0.57412 -1.46939 -5.56031 0.0 0.0 0.0
C 0.33327 -1.73898 -4.18847 0.0 0.0 0.0
Cl 1.61802 -1.55055 -3.05518 0.0 0.0 0.0
C -2.03571 -2.36171 -0.27147 0.0 0.0 0.0
C -1.68970 -1.11394 0.53162 0.0 0.0 0.0
N 0.69839 2.64971 3.07575 0.0 0.0 0.0
C 1.54535 3.10693 4.17205 0.0 0.0 0.0
C 0.61404 3.05350 5.38574 0.0 0.0 0.0
C -0.77345 3.24990 4.77677 0.0 0.0 0.0
C -0.62433 2.73547 3.35887 0.0 0.0 0.1
O -1.53902 2.44713 2.60039 0.0 0.0 0.0
H 0.48433 5.48942 0.26561 0.0 0.0 0.0
H 0.32635 5.09079 1.97002 0.0 0.0 0.0
H 1.92200 5.09467 1.20760 0.0 0.0 0.0
H -0.35754 3.14948 0.53540 0.0 0.0 0.0
H 1.21772 3.15711 -0.24803 0.0 0.0 0.0
H 2.33934 2.62995 1.84553 0.0 0.0 0.0
H -0.76487 0.91149 1.70905 0.0 0.0 0.1
H 0.31683 -0.94524 -0.17266 0.0 0.0 0.0
H 1.44375 -1.68335 1.88969 0.0 0.0 0.0
H -0.10273 -2.06768 2.62576 0.0 0.0 0.0
H 1.32290 -3.96576 1.65004 0.0 0.0 0.0
H -0.36345 -4.02930 1.25839 0.0 0.0 0.0
H 1.56759 -2.65408 -0.64131 0.0 0.0 0.0
H 1.52561 -4.39635 -0.57855 0.0 0.0 0.0
H 0.19826 -3.72739 -2.40848 0.0 0.0 0.0
H -0.78486 -4.52019 -1.19293 0.0 0.0 0.0
H 0.27367 -1.05019 -8.20320 0.0 0.0 0.0
H -1.08157 -2.17962 -8.27661 0.0 0.0 0.0
H -1.37937 -0.46630 -7.99265 0.0 0.0 0.0
H 1.55388 -1.24020 -5.95349 0.0 0.0 0.0
H -3.07329 -2.31208 -0.59330 0.0 0.0 0.0
H -1.92196 -3.26098 0.32929 0.0 0.0 0.0
H -2.23842 -1.13457 1.47928 0.0 0.0 0.0
H -2.03959 -0.23851 -0.02352 0.0 0.0 0.0
H 2.41262 2.45450 4.27730 0.0 0.0 0.0
H 1.90677 4.12241 3.97524 0.0 0.0 0.0
H 0.67968 2.07014 5.85218 0.0 0.0 0.0
H 0.87032 3.80003 6.13441 0.0 0.0 0.0
H -1.57716 2.72825 5.29060 0.0 0.0 0.0
H -1.04987 4.30585 4.71199 0.0 0.0 0.0
```
Positions in Å, forces in eV/Å.

***

Look up the energy relative to the best compared isomer or geometry (same formula, charge and spin) of the fourth one. 0.2369 eV

***

Which of these has the lowest energy relative to the best compared isomer or geometry (same formula, charge and spin)? C21H30ClN3O

***

Number 3 is which compound? C21H30ClN3O3S